{
  "formula": "C17H44Li2N3O9",
  "method": "wB97M-V/def2-TZVPD",
  "elements": ["Li", "Li", "C", "O", "H", "H", "H", "C", "C", "O", "O", "H", "H", "H", "H", "H", "H", "C", "C", "O", "O", "H", "H", "H", "H", "H", "H", "C", "C", "O", "O", "H", "H", "H", "H", "H", "H", "C", "O", "N", "N", "H", "H", "H", "H", "C", "C", "C", "C", "C", "C", "N", "O", "C", "C", "C", "H", "H", "H", "H", "H", "H", "H", "H", "H", "H", "H", "H", "H", "H", "H", "H", "H", "H", "H"],
  "positions_angstrom": [[-24.37807, 27.79816, -22.56448], [-26.10160, 25.52867, -23.31342], [-25.37528, 26.56080, -20.27075], [-25.38569, 26.39075, -21.66482], [-26.00703, 27.39867, -19.93942], [-25.72054, 25.66596, -19.75462], [-24.36142, 26.84272, -19.96407], [-24.14619, 28.69086, -16.15855], [-24.74622, 29.78659, -17.00787], [-23.78191, 30.77381, -17.38464], [-24.02497, 29.18726, -14.82126], [-23.13577, 28.42880, -16.46958], [-24.83857, 27.85323, -16.11791], [-25.59030, 30.28249, -16.53143], [-25.18493, 29.33907, -17.91088], [-24.08047, 31.62572, -17.05679], [-23.17192, 29.55650, -14.59309], [-22.89632, 29.95872, -21.92805], [-24.23502, 30.19594, -21.24298], [-25.30516, 29.52902, -21.92635], [-22.66071, 28.53731, -22.00358], [-22.14999, 30.47886, -21.32833], [-22.83178, 30.34536, -22.94534], [-24.36328, 31.27883, -21.16632], [-24.14743, 29.85325, -20.20866], [-26.05692, 29.51918, -21.32434], [-21.74683, 28.34370, -21.76255], [-20.19102, 26.60398, -18.65804], [-20.89274, 27.81831, -19.22561], [-20.24078, 28.43554, -20.31044], [-18.84260, 26.98196, -18.34072], [-20.14179, 25.82538, -19.42926], [-20.74480, 26.24457, -17.78695], [-21.20170, 28.51156, -18.43385], [-21.85538, 27.41170, -19.56994], [-19.39038, 28.74782, -19.97114], [-18.46977, 26.25214, -17.83308], [-29.93690, 23.61660, -20.87264], [-29.42465, 22.66803, -21.45720], [-29.17467, 24.57316, -20.25935], [-31.29002, 23.82465, -20.81742], [-29.57004, 25.38670, -19.83496], [-28.20407, 24.33030, -20.18172], [-31.89630, 23.14698, -21.23784], [-31.58482, 24.34533, -20.01114], [-23.15812, 21.62854, -14.20673], [-23.48777, 21.22145, -15.64576], [-24.75163, 20.34495, -15.67434], [-26.03076, 21.10509, -15.32943], [-26.18690, 22.20850, -16.36209], [-24.94571, 23.14011, -16.41453], [-23.72715, 22.35697, -16.54309], [-22.55329, 23.14100, -16.72260], [-25.11948, 24.00269, -17.66560], [-25.05393, 24.04836, -15.16552], [-22.33858, 20.38219, -16.18809], [-22.62510, 22.57618, -14.11281], [-22.66900, 20.85923, -13.60805], [-24.07062, 21.81422, -13.62413], [-24.85481, 20.01894, -16.71412], [-24.60022, 19.45562, -15.06176], [-26.11163, 21.46174, -14.30427], [-26.78444, 20.32361, -15.46854], [-27.07218, 22.79669, -16.09810], [-26.46830, 21.72229, -17.30134], [-25.34522, 23.34253, -18.51658], [-26.01560, 24.62260, -17.60471], [-24.26368, 24.57475, -18.02437], [-24.04562, 24.37754, -14.89693], [-25.74696, 24.87146, -15.30519], [-25.36030, 23.46321, -14.29808], [-22.58488, 20.02164, -17.19302], [-22.17527, 19.45872, -15.62245], [-21.34335, 20.82795, -16.17285], [-22.28382, 22.86877, -17.60670]],
  "forces_ev_per_a": [[-0.165, -0.108, 1.004], [0.246, 0.273, 1.646], [0.135, 0.364, -0.660], [-0.346, -0.151, -2.195], [-0.222, -0.029, -0.066], [0.189, -0.059, 0.160], [0.060, -0.322, 0.404], [0.313, 1.440, 1.202], [-0.157, 0.038, -0.945], [-0.047, -0.227, -0.009], [-0.733, -0.321, 0.510], [-0.216, -0.372, -0.646], [0.199, -0.261, -0.065], [0.027, -0.250, 0.504], [0.259, -0.041, -0.199], [0.114, -0.019, 0.027], [0.245, -0.064, -0.468], [-0.379, -0.205, 0.073], [0.849, 0.430, 0.244], [0.560, 0.096, -0.025], [-0.341, 0.189, -0.061], [0.173, -0.241, 0.040], [-0.282, 0.219, -0.004], [-0.372, 0.015, -0.313], [-0.086, -0.277, -0.036], [-0.086, -0.162, -0.182], [0.235, -0.011, 0.142], [0.930, 0.396, -0.519], [-1.402, -0.847, 0.561], [0.030, 0.070, 0.123], [-0.536, -0.251, 0.345], [-0.213, -0.048, 0.110], [0.025, -0.019, 0.007], [0.564, 0.260, -0.045], [0.120, 0.249, -0.338], [-0.005, -0.068, -0.260], [0.216, 0.213, -0.063], [0.078, -0.954, -0.705], [-0.140, 0.556, 0.170], [0.007, -0.302, -0.220], [0.595, 0.636, 0.311], [0.137, 0.130, 0.172], [0.034, 0.284, 0.228], [-0.009, -0.184, 0.145], [-0.610, -0.093, -0.114], [-0.844, 0.554, 1.069], [0.481, -0.213, 0.751], [0.393, 0.579, -0.082], [0.196, -1.059, -0.533], [-0.403, -0.293, 0.441], [-1.060, 0.841, -0.064], [-0.371, -1.009, -0.631], [-0.400, 0.156, 0.278], [-0.306, -0.638, -1.214], [1.132, -0.712, 0.395], [0.358, -0.850, -0.452], [0.408, -0.239, -0.308], [0.356, -0.081, -0.405], [-0.051, -0.020, -0.261], [-0.065, -0.190, 0.040], [0.029, 0.088, 0.125], [0.230, -0.048, 0.042], [-0.478, 0.469, 0.161], [0.206, 0.307, -0.046], [0.570, 0.211, -0.253], [0.139, -0.149, 0.123], [0.186, 0.267, 0.332], [0.069, 0.246, 0.641], [-0.187, 0.532, -0.170], [0.064, 0.119, -0.043], [-0.241, 0.093, -0.039], [0.172, 0.308, -0.103], [-0.457, 0.143, 0.302], [-0.245, 0.510, -0.167], [0.127, 0.103, 0.079]],
  "mulliken_charge": [0.841, 0.893, 0.804, -0.947, 0.116, -0.244, -0.454, -0.064, -0.114, -0.525, -0.591, 0.134, 0.175, 0.441, -0.034, 0.298, 0.309, -0.377, -0.050, -0.610, -0.518, 0.346, 0.322, 0.363, 0.063, 0.313, 0.184, -0.354, 0.051, -0.619, -0.558, 0.283, 0.313, 0.260, -0.121, 0.367, 0.309, 0.622, -0.631, -0.330, -0.429, 0.180, 0.146, 0.242, 0.203, -1.603, 1.737, -1.303, -0.630, -1.244, 1.992, 0.207, -0.426, -2.295, -1.707, -2.070, 0.272, 0.416, 0.317, 0.402, 0.418, 0.320, 0.387, 0.364, 0.421, 0.492, 0.513, 0.342, 0.305, 0.454, 0.313, 0.443, 0.440, 0.388, 0.327],
  "multiplicity": 1,
  "e_tot_ha": -1530.4240,
  "homo_ev": -10.13,
  "charge": 1,
  "fmax_ev_per_a": 2.2,
  "gap_ev": 6.3,
  "lumo_energy_ev": -3.87
}